(1)
The following is a DFT calculation (the ωB97M-V functional and the def2-TZVPD basis) of 8 unconnected molecules or ions with the total composition C16H48O8S8 in a non-equilibrium geometry.

Last column: Mulliken charge in e.
Element x y z (Å)
C1 1.752 3.075 -4.081  -1.155
S1 1.443 1.274 -3.682  0.702
O1 1.479 0.573 -5.018  -0.675
C2 3.023 1.081 -2.789  -0.532
H1 2.517 3.129 -4.890  0.364
H2 2.039 3.729 -3.257  0.310
H3 0.856 3.540 -4.533  0.350
H4 3.916 1.345 -3.457  0.403
H5 3.106 0.096 -2.366  0.118
H6 2.966 1.846 -2.050  0.118
C3 -0.285 6.900 2.631  -0.954
S2 -0.628 5.711 1.290  0.579
O2 -1.578 6.300 0.262  -0.673
C4 0.982 5.700 0.496  -0.138
H7 -0.053 6.225 3.464  0.322
H8 -1.202 7.498 2.866  0.335
H9 0.551 7.587 2.468  0.298
H10 1.050 4.790 -0.140  -0.026
H11 1.764 5.616 1.286  -0.201
H12 1.217 6.631 -0.027  0.487
C5 3.750 3.714 2.512  -1.071
S3 2.659 2.813 1.338  0.636
O3 3.204 3.184 -0.065  -0.671
C6 3.215 1.194 1.831  -0.589
H13 4.750 3.710 2.121  0.299
H14 3.656 3.299 3.568  0.333
H15 3.449 4.765 2.565  0.342
H16 2.769 0.978 2.817  0.261
H17 4.295 1.134 1.772  0.487
H18 2.754 0.549 1.016  -0.143
C7 -1.178 -0.440 -1.538  -1.180
S4 -0.242 0.087 -0.047  0.686
O4 1.199 -0.059 -0.399  -0.661
C8 -0.612 1.881 -0.287  -0.581
H19 -2.180 -0.222 -1.347  0.564
H20 -1.031 -1.523 -1.663  0.283
H21 -0.907 0.193 -2.370  0.281
H22 -1.490 2.151 0.258  0.559
H23 -0.700 2.271 -1.337  0.342
H24 0.208 2.372 0.185  -0.347
C9 2.652 -2.776 -3.187  -0.590
S5 1.962 -4.037 -4.367  0.405
O5 0.896 -4.803 -3.599  -0.613
C10 0.976 -2.921 -5.330  -0.627
H25 3.179 -1.969 -3.749  0.357
H26 3.265 -3.157 -2.374  0.424
H27 1.808 -2.245 -2.793  -0.081
H28 1.744 -2.373 -5.893  0.315
H29 0.532 -2.242 -4.609  0.071
H30 0.286 -3.532 -5.913  0.373
C11 -6.350 -1.405 -0.488  -0.956
S6 -5.808 -2.644 0.620  0.442
O6 -4.308 -2.550 0.502  -0.507
C12 -6.222 -1.839 2.143  -0.883
H31 -7.378 -1.131 -0.237  0.394
H32 -6.262 -1.800 -1.458  0.350
H33 -5.621 -0.597 -0.277  0.233
H34 -7.223 -2.160 2.472  0.357
H35 -6.084 -0.724 2.093  0.267
H36 -5.557 -2.197 2.965  0.308
C13 1.476 -1.840 2.807  0.523
S7 0.779 -1.111 4.342  0.345
O7 0.960 0.363 4.247  -0.588
C14 -0.925 -1.464 3.928  -0.556
H37 1.500 -1.063 2.063  -0.420
H38 0.805 -2.566 2.521  -0.299
H39 2.499 -2.126 2.988  0.441
H40 -1.546 -1.278 4.841  0.377
H41 -1.047 -2.498 3.662  0.219
H42 -1.377 -0.785 3.181  0.205
C15 0.054 -5.046 0.420  -0.671
S8 -0.919 -5.538 1.895  0.307
O8 -1.048 -4.268 2.695  -0.613
C16 -2.545 -5.838 1.091  -0.780
H43 0.099 -5.778 -0.411  0.446
H44 1.097 -4.898 0.815  0.286
H45 -0.384 -4.062 0.117  0.024
H46 -2.308 -6.645 0.404  0.400
H47 -2.936 -4.916 0.604  0.123
H48 -3.202 -6.241 1.867  0.329

Summary:
Multiplicity ... 1

(2)
The following is a DFT calculation (the ωB97M-V functional and the def2-TZVPD basis) of a molecular structure, C90H190N10O10 in a non-equilibrium geometry.

Last column: Mulliken charge in e.
Element x y z (Å)
C1 4.023 2.686 3.918  -1.726
C2 3.657 3.370 2.567  2.427
C3 4.074 4.804 2.627  -0.589
C4 5.589 5.089 2.467  -1.198
C5 6.055 4.499 1.207  -1.697
C6 5.720 3.020 0.946  1.293
N1 4.254 2.830 1.286  0.101
O1 3.781 1.621 0.838  -0.060
C7 6.013 2.848 -0.658  -1.642
C8 6.700 2.091 1.611  -1.484
C9 2.098 3.428 2.369  -0.888
H1 4.384 3.313 4.734  0.385
H2 4.903 2.062 3.765  0.372
H3 3.179 2.102 4.287  0.520
H4 3.602 5.518 1.952  0.892
H5 3.846 5.227 3.606  -0.088
H6 6.198 4.607 3.232  0.367
H7 5.840 6.150 2.503  0.552
H8 7.105 4.751 1.052  0.492
H9 5.552 5.050 0.413  0.400
H10 5.393 3.479 -1.294  0.262
H11 7.040 3.133 -0.889  0.422
H12 5.791 1.850 -1.036  0.283
H13 6.777 2.253 2.686  0.369
H14 6.324 1.070 1.678  0.593
H15 7.723 2.069 1.235  0.470
H16 1.618 2.493 2.083  -0.695
H17 1.686 4.155 1.669  -0.669
H18 1.673 3.699 3.335  -0.393
H19 3.486 1.830 -0.052  0.516
C10 -4.240 -1.534 -0.487  -0.188
C11 -5.278 -1.706 0.644  3.226
C12 -6.638 -1.304 0.024  -1.407
C13 -7.879 -1.825 0.700  -0.972
C14 -7.758 -3.346 0.995  -1.465
C15 -6.509 -3.669 1.796  1.684
N2 -5.310 -3.141 1.024  -0.526
O2 -4.049 -3.652 1.631  -0.554
C16 -6.504 -3.116 3.253  -0.652
C17 -6.461 -5.219 1.756  -1.917
C18 -4.930 -0.664 1.713  -2.136
H20 -4.432 -0.775 -1.245  -0.681
H21 -4.077 -2.487 -0.992  0.399
H22 -3.217 -1.458 -0.116  -0.068
H23 -6.599 -0.216 0.071  0.305
H24 -6.704 -1.475 -1.051  0.495
H25 -8.793 -1.759 0.110  0.479
H26 -7.990 -1.249 1.619  0.399
H27 -7.738 -3.927 0.073  0.468
H28 -8.602 -3.709 1.582  0.475
H29 -7.056 -3.777 3.921  0.613
H30 -5.507 -3.190 3.686  -0.694
H31 -6.788 -2.063 3.281  0.288
H32 -5.529 -5.687 2.073  0.298
H33 -7.371 -5.693 2.124  0.447
H34 -6.475 -5.532 0.712  0.503
H35 -3.984 -0.772 2.245  0.405
H36 -5.721 -0.579 2.457  0.811
H37 -4.816 0.351 1.331  0.262
H38 -3.851 -4.293 0.945  0.657
C19 -0.082 -5.550 2.718  -0.569
C20 0.994 -5.292 1.613  1.423
C21 2.372 -4.771 2.201  -0.181
C22 3.285 -5.913 2.759  -0.723
C23 3.553 -6.919 1.666  -1.472
C24 2.215 -7.568 1.147  1.265
N3 1.209 -6.497 0.772  1.118
O3 0.008 -6.936 0.220  -0.569
C25 2.449 -8.234 -0.205  -2.192
C26 1.567 -8.670 2.075  -1.645
C27 0.608 -4.127 0.770  -0.550
H39 -0.252 -4.647 3.304  -1.733
H40 0.285 -6.136 3.561  0.349
H41 -1.002 -6.048 2.411  0.474
H42 3.000 -4.216 1.503  -0.482
H43 2.232 -4.098 3.047  -0.580
H44 2.869 -6.555 3.535  0.478
H45 4.230 -5.438 3.024  0.486
H46 4.305 -7.641 1.983  0.634
H47 4.131 -6.425 0.885  0.337
H48 3.139 -9.068 -0.074  0.486
H49 1.565 -8.771 -0.549  0.413
H50 2.968 -7.549 -0.877  0.393
H51 2.305 -9.396 2.417  0.414
H52 1.132 -8.231 2.972  0.306
H53 0.748 -9.251 1.651  0.399
H54 -0.416 -4.180 0.400  0.487
H55 1.270 -4.126 -0.096  0.626
H56 0.625 -3.226 1.383  -0.294
H57 0.181 -6.813 -0.717  0.377
C28 1.032 -1.239 3.442  -0.042
C29 2.516 -0.974 3.407  0.812
C30 3.235 -2.286 3.854  -0.469
C31 4.724 -2.405 3.490  -1.186
C32 4.780 -2.356 1.962  -1.766
C33 4.194 -1.075 1.330  2.267
N4 2.817 -0.787 1.917  0.267
O4 2.378 0.453 1.472  -0.325
C34 5.155 0.140 1.331  -1.041
C35 4.001 -1.535 -0.153  -2.215
C36 3.035 0.173 4.406  -1.969
H58 0.760 -1.561 4.447  0.171
H59 0.794 -2.025 2.725  -1.740
H60 0.504 -0.309 3.230  -0.271
H61 3.177 -2.444 4.931  0.525
H62 2.666 -3.117 3.438  -1.152
H63 5.155 -3.297 3.944  0.634
H64 5.245 -1.592 3.996  0.650
H65 4.353 -3.291 1.601  0.925
H66 5.816 -2.460 1.638  0.631
H67 6.133 -0.286 1.107  1.005
H68 5.052 0.795 0.466  0.093
H69 5.229 0.503 2.356  0.115
H70 3.805 -0.836 -0.966  0.157
H71 4.825 -2.166 -0.489  0.435
H72 3.163 -2.232 -0.161  0.353
H73 2.732 -0.189 5.389  0.830
H74 2.481 1.075 4.144  -0.143
H75 4.102 0.287 4.216  0.202
H76 3.028 1.050 1.849  -0.392
C37 -1.358 4.572 4.703  -1.374
C38 -1.059 5.990 4.109  1.439
C39 0.363 6.478 4.494  -1.577
C40 1.415 5.729 3.686  0.770
C41 1.264 6.126 2.232  -1.366
C42 -0.180 5.725 1.698  1.884
N5 -1.197 6.121 2.614  0.757
O5 -2.556 5.921 2.191  -0.455
C43 -0.385 6.576 0.376  -1.609
C44 -0.124 4.246 1.441  -2.614
C45 -2.091 6.987 4.798  -2.200
H77 -0.737 3.767 4.310  -0.092
H78 -2.341 4.199 4.415  0.430
H79 -1.271 4.467 5.784  0.393
H80 0.386 7.553 4.320  0.446
H81 0.580 6.344 5.553  0.471
H82 1.323 4.652 3.829  -0.131
H83 2.441 6.015 3.916  0.294
H84 2.068 5.622 1.695  -0.664
H85 1.428 7.199 2.128  0.845
H86 -1.408 6.412 0.037  0.749
H87 -0.219 7.619 0.644  0.875
H88 0.299 6.180 -0.374  -0.536
H89 -1.097 3.770 1.323  0.582
H90 0.452 4.092 0.528  1.382
H91 0.234 3.580 2.226  0.611
H92 -1.873 7.991 4.433  0.399
H93 -2.037 6.924 5.885  0.457
H94 -3.102 6.616 4.628  0.411
H95 -2.810 6.828 2.007  0.352
C46 -3.859 -3.724 4.975  -2.339
C47 -2.624 -2.837 4.634  1.348
C48 -1.445 -3.952 4.876  -1.515
C49 -0.105 -3.394 4.343  -1.189
C50 -0.276 -3.099 2.852  -0.517
C51 -1.408 -2.150 2.433  3.866
N6 -2.663 -2.454 3.224  1.093
O6 -3.855 -1.728 2.876  -0.114
C52 -0.868 -0.650 2.585  -1.475
C53 -1.725 -2.404 0.886  -0.927
C54 -2.440 -1.641 5.594  -1.627
H96 -4.829 -3.237 4.877  0.820
H97 -3.928 -3.976 6.034  0.652
H98 -3.806 -4.602 4.332  0.283
H99 -1.527 -4.084 5.955  0.746
H100 -1.648 -4.888 4.356  0.653
H101 0.746 -4.047 4.540  0.654
H102 0.207 -2.525 4.922  0.609
H103 -0.524 -4.087 2.465  0.139
H104 0.731 -2.883 2.494  0.696
H105 -1.661 0.042 2.301  0.717
H106 -0.711 -0.559 3.660  0.106
H107 -0.038 -0.444 1.910  -0.035
H108 -0.892 -2.252 0.200  0.629
H109 -2.089 -3.428 0.798  0.540
H110 -2.537 -1.807 0.471  -0.387
H111 -1.397 -1.348 5.711  0.199
H112 -2.851 -2.043 6.520  0.626
H113 -3.122 -0.798 5.489  0.192
H114 -4.277 -2.384 2.316  -1.360
C55 -1.647 2.307 -6.801  -1.809
C56 -1.967 1.077 -6.018  1.770
C57 -0.932 1.213 -4.795  -1.504
C58 -1.261 0.434 -3.586  1.321
C59 -2.650 0.703 -3.147  -0.764
C60 -3.818 0.534 -4.165  2.216
N7 -3.415 1.235 -5.452  0.646
O7 -4.452 1.277 -6.459  -0.585
C61 -4.027 -0.980 -4.464  -1.588
C62 -5.034 1.172 -3.609  -1.526
C63 -1.645 -0.201 -6.757  -1.170
H115 -2.230 2.328 -7.722  0.386
H116 -0.604 2.173 -7.088  0.467
H117 -1.881 3.254 -6.314  0.211
H118 -0.015 0.740 -5.148  1.223
H119 -0.711 2.247 -4.531  -0.740
H120 -0.580 0.609 -2.754  -0.018
H121 -1.148 -0.619 -3.846  -0.189
H122 -2.659 1.639 -2.587  0.263
H123 -2.788 -0.078 -2.399  -0.658
H124 -4.401 -1.541 -3.607  0.135
H125 -4.748 -1.128 -5.268  0.534
H126 -3.160 -1.537 -4.818  -0.074
H127 -5.900 1.100 -4.267  0.560
H128 -5.319 0.633 -2.705  -0.163
H129 -4.752 2.222 -3.533  0.514
H130 -0.664 -0.098 -7.221  0.367
H131 -2.480 -0.500 -7.391  0.429
H132 -1.541 -1.157 -6.244  0.044
H133 -4.996 2.046 -6.275  0.324
C64 2.216 6.486 -3.303  -1.965
C65 0.759 5.846 -3.258  1.490
C66 0.772 5.037 -1.970  -0.902
C67 -0.601 4.404 -1.531  0.850
C68 -1.621 5.579 -1.382  -0.742
C69 -1.630 6.502 -2.607  1.915
N8 -0.325 6.887 -3.117  0.795
O8 -0.326 7.835 -4.168  -0.570
C70 -2.552 5.917 -3.755  -1.543
C71 -2.221 7.831 -1.926  -2.015
C72 0.655 4.878 -4.500  -1.216
H134 2.234 7.146 -2.436  0.527
H135 2.458 7.084 -4.182  0.348
H136 3.129 5.931 -3.085  0.296
H137 1.636 4.373 -1.971  1.304
H138 1.098 5.650 -1.130  0.251
H139 -0.427 3.896 -0.583  0.139
H140 -1.054 3.688 -2.217  -0.131
H141 -1.216 6.061 -0.493  -1.836
H142 -2.627 5.183 -1.245  0.752
H143 -2.390 6.369 -4.733  0.429
H144 -2.440 4.837 -3.853  -0.058
H145 -3.614 5.957 -3.511  0.418
H146 -1.536 8.329 -1.239  0.317
H147 -2.526 8.520 -2.714  0.584
H148 -3.177 7.540 -1.492  0.340
H149 1.253 5.127 -5.376  0.465
H150 -0.369 4.859 -4.874  0.029
H151 0.825 3.822 -4.288  0.152
H152 -0.069 8.688 -3.811  0.334
C73 0.202 2.861 -0.597  -0.213
C74 -0.058 1.434 0.007  0.204
C75 -1.615 1.265 -0.204  -0.439
C76 -2.025 -0.188 0.042  -0.662
C77 -1.161 -1.088 -0.889  -1.331
C78 0.382 -1.000 -0.822  1.102
N9 0.760 0.399 -0.626  1.032
O9 2.115 0.677 -0.623  -0.642
C79 0.956 -1.889 0.355  -0.836
C80 0.951 -1.438 -2.221  -0.432
C81 0.416 1.537 1.529  -0.357
H153 -0.148 2.912 -1.628  -0.272
H154 1.256 3.136 -0.626  -0.878
H155 -0.402 3.564 -0.023  -0.398
H156 -2.076 1.929 0.526  1.480
H157 -1.944 1.595 -1.190  -0.565
H158 -3.077 -0.356 -0.187  -0.245
H159 -1.785 -0.452 1.072  0.416
H160 -1.619 -0.997 -1.874  0.156
H161 -1.411 -2.099 -0.568  -0.085
H162 0.740 -1.575 1.376  0.563
H163 0.708 -2.947 0.268  -0.224
H164 2.043 -1.974 0.353  -0.584
H165 0.590 -0.918 -3.108  -0.065
H166 2.033 -1.569 -2.200  -0.130
H167 0.767 -2.495 -2.411  -0.997
H168 -0.094 2.402 1.953  0.045
H169 1.484 1.657 1.713  1.697
H170 0.119 0.782 2.258  0.225
H171 2.420 0.063 0.049  -0.538
C82 -0.145 -1.410 -4.580  -0.258
C83 0.417 -2.801 -4.883  0.859
C84 -0.360 -3.290 -6.163  -0.989
C85 0.376 -4.397 -6.831  -0.899
C86 1.723 -3.982 -7.252  -1.247
C87 2.576 -3.564 -6.007  1.709
N10 1.829 -2.571 -5.262  0.470
O10 2.504 -2.138 -4.042  -0.298
C88 2.917 -4.885 -5.240  -1.598
C89 3.928 -2.978 -6.461  -2.088
C90 0.062 -3.821 -3.854  -0.750
H172 0.137 -0.695 -5.353  0.578
H173 0.203 -1.053 -3.610  -0.850
H174 -1.234 -1.375 -4.569  -0.248
H175 -1.288 -3.845 -6.028  0.073
H176 -0.495 -2.473 -6.872  0.377
H177 -0.079 -4.816 -7.728  0.353
H178 0.379 -5.256 -6.160  0.473
H179 1.852 -3.347 -8.129  0.280
H180 2.115 -4.962 -7.523  0.484
H181 3.768 -5.481 -5.568  0.437
H182 3.245 -4.584 -4.245  0.248
H183 2.053 -5.549 -5.220  0.273
H184 3.807 -2.006 -6.940  0.418
H185 4.562 -2.815 -5.590  0.355
H186 4.468 -3.576 -7.196  0.463
H187 0.467 -3.433 -2.920  0.341
H188 0.428 -4.841 -3.977  0.469
H189 -0.993 -3.691 -3.612  0.426
H190 2.714 -1.225 -4.253  0.337

Summary:
Multiplicity ... 1

no.,Kohn-Sham gap (eV),molecular weight (Da),highest occupied orbital energy (eV)
1,9.03,625.09,-8.66
2,6.52,1572.57,-6.18